C24H42O24 | the ωB97M-V functional and the def2-TZVPD basis

Structure (ORCA input):
```
! wB97M-V def2-TZVPD RIJCOSX def2/J DEFGRID3
* xyz 0 1
C -7.079 2.355 -3.587
C -6.134 2.720 -4.750
O -6.762 3.769 -5.465
C -7.973 4.059 -4.876
O -8.853 4.841 -5.257
O -8.154 3.289 -3.736
H -6.559 2.604 -2.662
H -7.419 1.319 -3.587
H -5.958 1.855 -5.390
H -5.190 3.047 -4.312
C -2.867 -6.345 4.670
C -3.159 -7.094 3.403
O -4.052 -6.174 2.836
C -4.437 -5.200 3.702
O -5.373 -4.432 3.593
O -3.692 -5.241 4.747
H -1.948 -5.759 4.663
H -2.815 -6.904 5.604
H -3.703 -8.027 3.549
H -2.283 -7.241 2.771
C -0.422 -0.989 1.155
C -0.272 0.322 0.382
O -1.346 0.254 -0.482
C -1.626 -1.048 -0.815
O -2.186 -1.443 -1.829
O -1.077 -1.803 0.131
H -1.054 -0.999 2.042
H 0.550 -1.443 1.349
H 0.625 0.442 -0.225
H -0.582 1.126 1.050
C -3.099 6.473 6.039
O -2.499 7.047 4.960
C -2.337 6.370 3.847
O -2.320 5.145 3.742
O -2.103 7.286 2.865
C -1.687 6.839 1.582
H -2.627 5.540 6.347
H -4.143 6.192 5.901
H -2.967 7.136 6.894
H -0.748 6.294 1.683
H -1.588 7.735 0.970
H -2.395 6.204 1.050
C 9.314 6.913 -1.818
O 8.673 5.684 -1.432
C 8.090 5.493 -0.240
O 7.992 6.308 0.675
O 7.412 4.298 -0.305
C 6.287 4.041 0.491
H 8.716 7.786 -1.555
H 9.722 6.941 -2.828
H 10.264 7.029 -1.295
H 5.755 4.975 0.672
H 6.685 3.630 1.419
H 5.634 3.297 0.035
C -5.961 -4.872 -8.187
O -6.944 -5.799 -8.734
C -6.776 -6.319 -10.053
O -5.756 -6.241 -10.742
O -7.763 -6.997 -10.404
C -7.913 -7.461 -11.706
H -6.458 -4.267 -7.429
H -5.523 -4.177 -8.903
H -5.272 -5.451 -7.571
H -8.636 -8.274 -11.769
H -6.938 -7.727 -12.115
H -8.259 -6.628 -12.319
C 2.329 1.527 7.389
O 3.269 0.462 7.296
C 2.804 -0.866 7.304
O 1.660 -1.231 7.461
O 3.708 -1.740 7.023
C 5.128 -1.435 6.951
H 1.638 1.556 6.546
H 2.832 2.492 7.338
H 1.693 1.543 8.273
H 5.316 -0.776 6.103
H 5.712 -2.353 6.874
H 5.535 -1.008 7.868
C 5.462 -3.458 -1.771
O 6.778 -3.483 -1.323
C 7.094 -2.711 -0.246
O 6.290 -2.145 0.540
O 8.510 -2.607 -0.164
C 9.107 -1.668 0.792
H 5.105 -4.173 -2.512
H 5.416 -2.518 -2.322
H 4.651 -3.483 -1.044
H 8.900 -0.640 0.495
H 10.187 -1.806 0.842
H 8.840 -1.786 1.842
*
```

Its energy is -2745.33146 a.u. The energy relative to the best compared isomer or geometry (same formula, charge and spin) is 4.981 eV. As for the HOMO-LUMO gap: 10.50 eV. As for the structure (SMILES): COC(=O)OC.COC(=O)OC.COC(=O)OC.COC(=O)OC.COC(=O)OC.O=C1OCCO1.O=C1OCCO1.O=C1OCCO1.

C24H43AlClP2 | the ωB97M-V functional and the def2-TZVPD basis

Structure (ORCA input):
```
! wB97M-V def2-TZVPD RIJCOSX def2/J DEFGRID3
* xyz 1 1
Al -0.789 -0.387 -2.711
C 1.947 1.280 0.052
C 0.992 2.314 0.333
C 0.242 0.350 1.273
C 1.458 0.080 0.615
C -0.065 1.745 1.079
C 3.247 1.391 -0.618
H 3.221 2.158 -1.398
H 3.549 0.433 -1.081
H 4.013 1.661 0.125
C 2.171 -1.234 0.633
H 2.702 -1.324 -0.325
H 1.468 -2.054 0.675
H 2.894 -1.324 1.445
C -0.558 -0.594 2.066
H -0.148 -0.641 3.087
H -0.493 -1.599 1.620
H -1.613 -0.291 2.111
C -1.074 2.504 1.820
H -0.712 2.728 2.844
H -2.009 1.934 1.933
H -1.305 3.459 1.328
C 1.302 3.740 0.177
H 1.952 4.073 1.003
H 0.401 4.354 0.199
H 1.851 3.959 -0.773
C -0.835 -0.478 -5.924
C 0.348 0.386 -5.791
C 0.171 1.876 -6.104
C -1.072 2.648 -5.568
C -1.824 2.135 -4.364
C -2.875 1.311 -4.475
C -3.268 0.566 -5.727
C -2.071 -0.056 -6.545
H 0.221 1.979 -7.190
H -1.772 2.745 -6.420
H 1.006 2.425 -5.677
H -1.784 0.656 -7.321
H -0.596 -1.526 -6.013
H 1.177 0.008 -6.435
H -2.456 -0.935 -7.077
H -3.927 -0.294 -5.492
H -3.644 1.257 -3.702
H -3.843 1.178 -6.448
H -0.793 3.691 -5.305
H -1.711 2.784 -3.479
P 0.864 0.152 -4.164
P -2.728 0.175 -1.037
C -2.284 -1.392 -3.454
C -3.390 -1.206 -2.468
H -1.703 -2.331 -3.613
H -2.152 -0.674 -4.269
H -4.346 -0.804 -2.809
H -3.523 -2.111 -1.832
C -3.800 -0.390 0.298
H -3.635 0.127 1.261
H -3.624 -1.467 0.460
H -4.833 -0.251 -0.024
C -3.324 1.875 -1.338
H -4.298 1.855 -1.831
H -2.627 2.404 -1.990
H -3.375 2.471 -0.420
C 1.645 -1.468 -4.144
H 2.626 -1.313 -3.676
H 1.732 -1.974 -5.130
H 1.023 -2.099 -3.448
C 1.299 1.676 -3.234
H 1.256 1.313 -2.150
H 0.589 2.556 -3.287
H 2.309 1.991 -3.508
Cl -0.098 -2.123 -1.398
*
```

Its energy is -2325.22565 a.u. The energy relative to the best compared isomer or geometry (same formula, charge and spin) is 2.392 eV. As for the HOMO-LUMO gap (alpha / beta): 6.37 / 5.99 eV.

C24H43AlN2P3S2 | the ωB97M-V functional and the def2-TZVPD basis

Structure (ORCA input):
```
! wB97M-V def2-TZVPD RIJCOSX def2/J DEFGRID3
* xyz 3 1
Al -0.545 1.035 -1.539
P 1.612 0.001 -0.254
P 1.240 0.804 -3.311
P -1.950 -1.907 3.796
H -3.246 -1.823 -1.400
C -3.156 -1.318 -0.433
C -2.400 0.006 -0.593
H -3.092 0.848 -0.567
C 2.490 -1.627 -0.181
C 3.155 1.017 -0.247
C 1.221 0.067 1.537
C 0.458 0.692 -4.957
C 2.226 2.352 -3.487
C 2.612 -0.403 -3.586
C -3.436 -2.500 4.620
C -1.589 -0.214 4.264
C -0.507 -2.913 4.171
H -4.172 -1.115 -0.063
H -1.748 0.096 0.271
H 3.357 -1.560 0.496
H 2.849 -1.930 -1.168
H 1.810 -2.406 0.181
H 3.801 0.659 0.571
H 2.915 2.072 -0.082
H 3.703 0.935 -1.194
H 2.150 -0.038 2.123
H 0.533 -0.751 1.797
H 0.733 1.012 1.804
H 1.176 0.314 -5.698
H 0.104 1.678 -5.278
H -0.388 -0.001 -4.914
H 3.121 2.159 -4.095
H 2.545 2.728 -2.507
H 1.615 3.115 -3.984
H 2.813 -0.477 -4.665
H 2.339 -1.404 -3.233
H 3.545 -0.087 -3.100
H -3.146 -3.015 5.552
H -3.977 -3.194 3.960
H -4.090 -1.644 4.850
H -2.028 0.013 5.247
H -2.031 0.443 3.506
H -0.505 -0.047 4.300
H -0.713 -3.569 5.029
H 0.349 -2.267 4.414
H -0.264 -3.525 3.292
C -1.346 -3.449 0.022
C -0.813 -4.729 0.329
C 0.269 -5.197 -0.434
C 0.721 -4.500 -1.554
C 0.211 -3.228 -1.817
C -0.693 -2.675 -0.927
S -2.801 -2.804 0.796
H -2.229 -1.959 2.348
H -1.224 -5.283 1.177
H 0.746 -6.131 -0.152
H 1.469 -4.939 -2.203
H 0.514 -2.676 -2.699
H -0.888 -1.603 -0.898
N -1.764 2.335 -2.556
C -1.316 3.331 -1.799
N -0.386 2.908 -0.899
C 0.013 3.899 -0.005
C 0.965 3.738 1.003
C 1.174 4.763 1.923
C 0.403 5.929 1.845
C -0.528 6.107 0.807
C -0.695 5.103 -0.143
S -1.732 5.022 -1.584
H -2.475 2.591 -3.236
H -1.955 -0.054 -1.653
H 1.527 2.806 1.043
H 1.928 4.656 2.714
H 0.535 6.718 2.580
H -1.121 7.015 0.726
*
```

Its energy is -3111.77283 a.u. The energy relative to the best compared isomer or geometry (same formula, charge and spin) is 1.206 eV. As for the HOMO-LUMO gap: 6.61 eV.